Entry 1:
{
  "formula": "C36H52ClF3I2N5O5PS",
  "method": "ωB97M-V with the def2-TZVPD basis set",
  "species": ["C", "C", "O", "O", "C", "C", "C", "C", "C", "C", "C", "N", "N", "N", "O", "C", "S", "P", "O", "Cl", "C", "C", "C", "O", "N", "C", "C", "N", "C", "I", "C", "C", "I", "H", "H", "H", "H", "H", "H", "H", "H", "H", "H", "H", "H", "H", "H", "H", "H", "H", "H", "H", "H", "H", "H", "H", "H", "H", "H", "H", "H", "H", "H", "H", "H", "H", "H", "H", "H", "H", "F", "C", "C", "C", "C", "C", "C", "H", "H", "H", "H", "H", "F", "C", "C", "C", "C", "C", "C", "H", "H", "H", "H", "H", "F", "C", "C", "C", "C", "C", "C", "H", "H", "H", "H", "H"],
  "positions_angstrom": [[-8.0982, 3.2675, 1.5199], [-6.7271, 3.0129, 2.0761], [-5.9705, 3.8855, 2.4608], [-6.4208, 1.6984, 2.0750], [-5.3333, 1.3308, 2.9231], [-5.4533, -0.1363, 3.2521], [-5.4434, -1.0830, 2.0429], [-4.3807, -0.8466, 0.9730], [-3.1188, -1.7436, 1.0690], [-2.3307, -1.1428, 2.2660], [-0.9412, -1.6586, 2.6221], [0.0598, -1.1125, 1.7138], [-0.7825, -3.1049, 2.7243], [-0.6798, -1.1334, 4.0216], [-3.4403, -3.0600, 1.4972], [-3.9666, -4.0446, 0.6629], [-4.6433, -5.3642, 1.7622], [-5.2117, -3.5095, -0.6587], [-5.0328, -4.8153, -1.6401], [-7.0633, -3.8850, 0.1830], [-2.2413, -1.5940, -0.1966], [-1.3671, -2.8416, -0.4227], [0.0315, -2.6857, -0.9485], [0.9672, -3.1890, -0.3379], [0.2238, -2.0079, -2.1818], [1.5916, -1.4720, -2.2378], [0.0546, -3.0024, -3.2765], [-3.0181, -1.2484, -1.4186], [-3.1340, 0.1528, -1.7187], [-5.1261, 0.4151, -2.6126], [-2.0674, 0.7594, -2.6459], [-2.0553, 0.1839, -4.0523], [-2.4724, 2.9127, -2.7673], [-8.8340, 2.6663, 2.0377], [-8.2995, 4.3240, 1.6045], [-8.0854, 2.9594, 0.4789], [-5.3558, 1.9005, 3.8469], [-4.3752, 1.5632, 2.4655], [-4.7206, -0.3862, 4.0145], [-6.4228, -0.2678, 3.7311], [-6.4031, -0.9353, 1.5574], [-5.4585, -2.1018, 2.4156], [-4.8505, -0.9701, 0.0026], [-4.0152, 0.1745, 0.9813], [-2.2359, -0.0714, 2.1232], [-2.9642, -1.3407, 3.1232], [0.9778, -1.4663, 1.9406], [0.0459, -0.1040, 1.7471], [-0.4532, -3.3006, 3.6588], [-0.0232, -3.3813, 2.1110], [-1.3395, -0.3911, 4.2262], [0.2164, -0.6631, 4.0253], [-3.1648, -4.5798, 0.1462], [-4.7935, -4.6039, 2.8503], [-4.1565, -5.2042, -1.5603], [-1.5861, -0.7455, -0.0162], [-1.9085, -3.4663, -1.1429], [-1.2838, -3.4503, 0.4662], [1.6066, -0.6631, -2.9559], [1.8819, -1.0478, -1.2855], [2.3142, -2.2223, -2.5475], [0.5580, -2.6210, -4.1533], [-1.0012, -3.1296, -3.4909], [0.4928, -3.9552, -2.9846], [-2.6318, -1.7077, -2.2316], [-3.1593, 0.7379, -0.8117], [-1.1099, 0.7347, -2.1460], [-2.5693, 0.8394, -4.7412], [-2.5546, -0.7807, -4.0990], [-1.0420, 0.0588, -4.4033], [0.5944, 2.0389, -4.7362], [1.3452, 3.1082, -5.0843], [1.9698, 3.8330, -4.0910], [2.7425, 4.9268, -4.4510], [2.8715, 5.2818, -5.7867], [2.2292, 4.5386, -6.7671], [1.4606, 3.4380, -6.4183], [1.8477, 3.5430, -3.0558], [3.2439, 5.5035, -3.6859], [3.4719, 6.1379, -6.0626], [2.3250, 4.8161, -7.8079], [0.9562, 2.8411, -7.1664], [2.7277, 0.3455, 3.7124], [3.7634, -0.0564, 2.9393], [4.1938, -1.3643, 3.0283], [5.2494, -1.7747, 2.2274], [5.8591, -0.8776, 1.3620], [5.4104, 0.4341, 1.2917], [4.3503, 0.8516, 2.0825], [3.7079, -2.0454, 3.7148], [5.5952, -2.7978, 2.2804], [6.6844, -1.2010, 0.7422], [5.8875, 1.1356, 0.6211], [3.9801, 1.8673, 2.0381], [7.3997, 3.3301, 0.7660], [8.6138, 2.9211, 1.1914], [9.3232, 2.0217, 0.4218], [10.5712, 1.6047, 0.8601], [11.0864, 2.0816, 2.0570], [10.3529, 2.9821, 2.8165], [9.1077, 3.4115, 2.3826], [8.9004, 1.6569, -0.5051], [11.1419, 0.9053, 0.2647], [12.0584, 1.7515, 2.3970], [10.7502, 3.3524, 3.7516], [8.5231, 4.1179, 2.9564]],
  "mulliken_charge": [-1.075, 0.693, -0.575, -0.212, -0.639, -0.985, -1.305, -0.565, 2.262, -3.224, 1.242, -0.418, -0.641, -0.901, -0.446, -0.190, -0.198, 0.726, -0.558, -0.286, 0.363, -1.549, -1.280, -0.620, 0.810, -1.142, -1.278, 0.402, -1.343, 0.034, -0.229, -1.182, 0.077, 0.305, 0.344, 0.281, 0.594, 0.287, 0.363, 0.486, 0.642, 0.099, 0.066, 0.184, 0.666, 0.606, 0.158, 0.244, 0.362, 0.301, 0.297, 0.227, 0.371, 0.128, 0.378, 0.239, 1.120, 0.697, 0.286, 0.395, 0.362, 0.431, 0.222, 0.448, 0.384, 0.671, 0.472, 0.559, 0.378, 0.181, -0.106, 0.374, -0.383, -0.395, -0.593, -0.351, -0.461, 0.433, 0.359, 0.369, 0.357, 0.399, -0.376, 0.393, -0.290, -0.366, -0.669, -0.288, -0.603, 0.473, 0.379, 0.412, 0.456, 0.460, -0.337, 0.419, -0.324, -0.343, -0.523, -0.314, -0.505, 0.434, 0.360, 0.374, 0.358, 0.410],
  "largest_force_ev_per_a": 2.10,
  "homo_lumo_gap_ev": 8.52
}

***

Entry 2:
{
  "formula": "C4H4N2O3S",
  "method": "ωB97M-V with the def2-TZVPD basis set",
  "species": ["C", "S", "N", "C", "C", "N", "O", "C", "O", "O", "H", "H", "H", "H"],
  "positions_angstrom": [[-2.3893, -1.1868, -0.3153], [-1.5529, -0.1657, 0.8335], [-2.4634, 1.1512, 0.7955], [-0.0294, 0.3172, -0.0970], [1.1866, -0.2806, -0.0749], [1.6384, -1.4663, -0.1878], [2.7330, -2.0183, 0.1751], [2.3245, 0.9447, -0.1537], [2.4556, 1.4007, -1.2745], [2.8366, 1.1641, 0.9239], [-1.8109, -2.1150, -0.3980], [-2.4517, -0.6915, -1.2907], [-2.2914, 1.6800, 1.6551], [-0.1858, 1.2663, -0.5914]],
  "mulliken_charge": [-0.785, -0.012, -0.669, -0.698, 0.834, -0.296, -0.545, 0.573, -0.653, -0.613, 0.202, 0.177, 0.117, 0.367],
  "charge": -2,
  "e_above_lowest_kcal_mol": 47.84,
  "largest_force_ev_per_a": 3.46,
  "smiles": "C=S(=N)=C/C(=N/[O-])C(=O)[O-]",
  "homo_lumo_gap_ev": [5.88, 5.94]
}

***

Entry 3:
{
  "formula": "MgMnN6O18",
  "method": "ωB97M-V with the def2-TZVPD basis set",
  "species": ["Mn", "Mg", "N", "O", "O", "O", "N", "O", "O", "O", "N", "O", "O", "O", "N", "O", "O", "O", "N", "O", "O", "O", "N", "O", "O", "O"],
  "positions_angstrom": [[0.3715, -0.1318, 0.6857], [-1.2262, -0.1125, -2.6518], [0.7303, -1.8900, 4.4827], [0.4240, -1.0592, 5.3191], [0.3022, -3.0384, 4.7241], [1.5397, -1.6646, 3.5188], [-1.8543, 1.7544, -1.2394], [-1.9431, 2.4978, -0.3702], [-1.1718, 2.0289, -2.2565], [-2.2277, 0.5331, -1.1904], [-0.9923, 1.3094, 2.5190], [-0.3490, 2.1614, 1.9187], [-1.0006, 0.0653, 2.2677], [-1.7930, 1.5959, 3.3814], [3.1840, 0.3893, 0.3420], [4.2694, 0.1578, 0.6821], [2.9027, 1.0733, -0.6163], [2.2685, -0.2742, 1.0114], [0.0459, 0.5244, -4.8396], [0.6125, 0.9198, -5.8085], [0.6015, -0.1735, -3.8610], [-1.1781, 0.7234, -4.4799], [-0.9487, -1.9276, -0.8360], [0.1585, -1.0331, -1.1355], [-0.9828, -2.5548, 0.1667], [-1.7430, -1.8746, -1.7343]],
  "mulliken_charge": [1.216, 0.943, 0.933, -0.626, -0.679, -0.605, 1.336, -0.552, -0.677, -0.707, 1.309, -0.637, -0.592, -0.676, 1.124, -0.618, -0.659, -0.721, 1.341, -0.598, -0.670, -0.620, 1.440, -0.786, -0.520, -0.700],
  "charge": -2,
  "multiplicity": 6,
  "largest_force_ev_per_a": 4.99,
  "homo_lumo_gap_ev": [5.81, 5.80]
}

***

Entry 4:
{
  "formula": "C25H68F3N14NbO10PS",
  "method": "ωB97M-V with the def2-TZVPD basis set",
  "species": ["C", "C", "C", "C", "C", "C", "C", "C", "C", "C", "C", "Nb", "O", "S", "C", "C", "O", "C", "F", "F", "F", "P", "O", "C", "C", "C", "C", "H", "H", "H", "H", "H", "H", "H", "H", "H", "H", "H", "H", "H", "H", "H", "H", "H", "H", "H", "H", "H", "H", "H", "H", "H", "H", "H", "H", "H", "H", "H", "H", "H", "H", "H", "H", "H", "H", "H", "H", "C", "O", "N", "N", "H", "H", "H", "H", "C", "O", "N", "N", "H", "H", "H", "H", "C", "O", "N", "N", "H", "H", "H", "H", "C", "O", "N", "N", "H", "H", "H", "H", "C", "O", "N", "N", "H", "H", "H", "H", "C", "O", "N", "N", "H", "H", "H", "H", "C", "O", "N", "N", "H", "H", "H", "H"],
  "positions_angstrom": [[6.2891, 2.5714, -2.0586], [4.8347, 3.2499, -2.0279], [4.3421, 3.5942, -0.5417], [4.2775, 2.3048, 0.3997], [3.1899, 1.2462, -0.0778], [3.7784, 0.0640, -0.9912], [2.6081, -0.6783, -1.8134], [2.2420, 0.2749, -3.0468], [0.9710, -0.2367, -3.8701], [0.0502, 1.0264, -4.2833], [-1.4925, 0.7986, -3.9523], [-2.1094, 1.3560, -1.8444], [-0.3710, 0.4099, -1.1038], [-2.8236, 1.8782, 0.5077], [-3.3549, -0.5514, -1.7502], [-2.7201, -1.7325, -0.8995], [-2.2816, -1.3618, 0.4107], [-3.9039, -2.8067, -0.6655], [-4.9604, -2.2480, 0.0848], [-4.3734, -3.3787, -1.8409], [-3.4166, -3.8551, 0.1572], [-0.7814, 3.5595, -1.8292], [0.7544, 3.3983, -1.6890], [-3.8516, 2.5643, -2.7733], [-5.0257, 1.6305, -3.3185], [-4.3406, 3.7762, -1.8560], [-5.5828, 3.4590, -0.9051], [6.3972, 2.1008, -3.0854], [7.1170, 3.3427, -1.9510], [6.3828, 1.7249, -1.3059], [4.9417, 4.2521, -2.5615], [4.0624, 2.6394, -2.6022], [3.3676, 4.1606, -0.6062], [5.1238, 4.2915, -0.0828], [3.9371, 2.6743, 1.4367], [5.3130, 1.8569, 0.5766], [2.7881, 0.7337, 0.8641], [2.3152, 1.7858, -0.5513], [4.2161, -0.7017, -0.2715], [4.5841, 0.4166, -1.7093], [1.7377, -0.8416, -1.1096], [2.9957, -1.6668, -2.2006], [3.1609, 0.4218, -3.7137], [1.9901, 1.2827, -2.5995], [1.2310, -0.8591, -4.7784], [0.3375, -0.8895, -3.1835], [0.1272, 1.0763, -5.4297], [0.4818, 2.0002, -3.9081], [-1.7702, -0.2962, -4.1542], [-2.1152, 1.4065, -4.6793], [-0.1436, 0.8149, -0.2449], [-3.9929, 1.1657, 0.7877], [-4.3624, -0.2752, -1.3109], [-3.4822, -0.9388, -2.8137], [-1.9422, -2.2678, -1.5238], [-1.5002, -1.9302, 0.5676], [-1.1692, 4.3742, -2.9598], [-1.2170, 4.3133, -0.6670], [-3.3804, 3.0412, -3.7014], [-5.6082, 1.0880, -2.5194], [-4.5968, 0.8242, -4.0059], [-5.7428, 2.2641, -3.9452], [-3.5220, 4.2424, -1.2272], [-4.6861, 4.6049, -2.5719], [-5.2601, 3.7271, 0.1589], [-5.8942, 2.3761, -0.8667], [-6.4662, 4.1166, -1.1639], [-1.7038, 3.8910, -6.2773], [-1.6018, 3.6468, -5.0870], [-2.7508, 4.5889, -6.7950], [-0.7800, 3.4859, -7.1870], [-2.8541, 4.8001, -7.7697], [-3.4548, 4.9046, -6.1497], [0.0087, 2.9657, -6.8383], [-0.8432, 3.6747, -8.1696], [3.6475, -4.1930, -0.1347], [4.3850, -3.4992, -0.8242], [3.1964, -5.4121, -0.5377], [3.2148, -3.8005, 1.0882], [2.5892, -5.9957, 0.0120], [3.4949, -5.7348, -1.4410], [3.5281, -2.9045, 1.4162], [2.6079, -4.3431, 1.6697], [-3.8304, 1.2911, 5.2213], [-3.6948, 1.6345, 6.3896], [-3.5199, 2.0991, 4.1780], [-4.3049, 0.0663, 4.8692], [-3.6251, 1.8334, 3.2129], [-3.1645, 3.0135, 4.3958], [-4.5460, -0.5630, 5.6146], [-4.4228, -0.2354, 3.9189], [1.6582, -3.3671, 4.4132], [2.2275, -3.2856, 3.3321], [2.1174, -4.1472, 5.4284], [0.5211, -2.6832, 4.6854], [1.6652, -4.2261, 6.3200], [2.9603, -4.6686, 5.2606], [0.1557, -2.0952, 3.9553], [0.0317, -2.7301, 5.5625], [4.6540, 4.3408, 4.1431], [4.5671, 4.0099, 2.9729], [5.2904, 5.4768, 4.5383], [4.1221, 3.6031, 5.1537], [5.3731, 5.7672, 5.4945], [5.6964, 6.0484, 3.8178], [3.6432, 2.7558, 4.8994], [4.1817, 3.8566, 6.1219], [1.3965, -9.0472, 0.3820], [1.2485, -7.8559, 0.1604], [2.4062, -9.5282, 1.1544], [0.5641, -9.9937, -0.1249], [2.5456, -10.5020, 1.3487], [3.0432, -8.8561, 1.5469], [-0.1953, -9.6745, -0.7019], [0.6671, -10.9767, 0.0441], [-3.2611, -2.2998, 6.5247], [-2.1656, -1.7677, 6.4330], [-4.1371, -2.0014, 7.5197], [-3.6980, -3.2337, 5.6395], [-5.0411, -2.4251, 7.6138], [-3.8482, -1.3125, 8.1934], [-3.0764, -3.4794, 4.8874], [-4.5935, -3.6817, 5.6963]],
  "mulliken_charge": [-1.189, -0.043, -0.549, -0.508, 0.331, -0.515, -0.282, 0.000, -0.481, -0.253, -0.562, -1.064, 0.057, -0.256, -0.722, -0.067, -0.461, 0.645, -0.255, -0.271, -0.297, 0.154, -0.365, 1.251, -1.395, -0.280, -0.957, 0.305, 0.358, 0.251, 0.418, -0.049, 0.224, 0.362, 0.123, 0.115, 0.256, -0.247, 0.245, -0.007, -0.103, 0.299, 0.396, -0.258, 0.511, -0.086, -0.012, 0.282, 0.288, 0.276, 0.055, 0.049, 0.531, 0.291, 0.355, 0.278, -0.084, -0.039, -0.033, 0.264, 0.203, 0.375, 0.092, 0.361, 0.224, 0.191, 0.251, 0.505, -0.412, -0.432, -0.384, 0.128, 0.229, 0.231, 0.150, 0.563, -0.671, -0.284, -0.152, 0.179, 0.180, 0.168, 0.170, 0.635, -0.706, -0.258, -0.279, 0.125, 0.160, 0.260, 0.156, 0.537, -0.686, -0.372, -0.206, 0.165, 0.218, 0.135, 0.133, 0.554, -0.534, -0.428, -0.369, 0.144, 0.220, 0.217, 0.163, 0.601, -0.621, -0.359, -0.417, 0.165, 0.220, 0.225, 0.152, 0.523, -0.620, -0.414, -0.368, 0.169, 0.235, 0.211, 0.163],
  "charge": -1,
  "largest_force_ev_per_a": 3.62,
  "homo_lumo_gap_ev": 6.35
}

***

Entry 5:
{
  "formula": "C16H11N3O4Zn",
  "method": "ωB97M-V with the def2-TZVPD basis set",
  "species": ["Zn", "C", "O", "C", "O", "C", "O", "C", "O", "C", "H", "H", "C", "H", "H", "N", "C", "C", "C", "C", "C", "C", "C", "N", "C", "C", "N", "C", "H", "H", "H", "H", "H", "H", "H"],
  "positions_angstrom": [[2.1252, -0.5666, -0.6547], [1.3507, -1.2549, -2.3471], [0.6818, -1.3042, -3.2888], [4.6156, -0.7649, -1.9118], [4.6184, -1.4570, -2.8391], [2.8048, -2.0263, 0.8361], [2.6924, -2.9238, 1.5712], [2.5339, 1.6831, -1.3482], [2.2172, 2.6042, -1.9790], [4.7426, 1.6993, 1.9996], [4.2834, 2.6803, 1.9022], [4.3537, 1.0692, 2.8214], [5.4837, 1.1435, 1.0164], [5.6384, 0.0417, 0.9907], [5.5706, 1.6004, 0.0208], [-7.2478, -1.8855, -1.8205], [-6.2090, -1.5170, -1.3586], [-4.9892, -1.0245, -0.7716], [-3.9904, -1.9297, -0.3892], [-2.8121, -1.4905, 0.2178], [-2.6556, -0.1298, 0.5089], [-3.6312, 0.7887, 0.1558], [-4.8116, 0.3283, -0.4506], [-1.3706, 0.3074, 0.9285], [-0.9452, 1.6122, 1.1775], [0.4305, 1.6637, 1.1126], [0.8514, 0.3976, 0.6445], [-0.2432, -0.3990, 0.6981], [-4.1165, -2.9898, -0.5859], [-1.9972, -2.1785, 0.4609], [-3.5210, 1.8558, 0.2956], [-5.6205, 1.0103, -0.7270], [-1.7230, 2.3370, 1.2212], [1.0988, 2.4757, 1.4427], [-0.2088, -1.4566, 0.4499]],
  "mulliken_charge": [0.480, 0.472, -0.063, 0.207, -0.191, 0.377, -0.118, 0.316, -0.184, -0.536, 0.299, 0.280, -0.529, 0.247, 0.282, -0.383, -0.183, 0.350, -0.863, -0.515, 1.928, -0.595, -0.873, 0.196, -0.243, -0.563, -0.161, -0.030, 0.439, 0.384, 0.208, 0.444, 0.463, 0.449, 0.209],
  "charge": 2,
  "e_above_lowest_kcal_mol": 7.29,
  "largest_force_ev_per_a": 6.69,
  "homo_lumo_gap_ev": 5.73
}

***

Entry 6:
{
  "formula": "C5H14S",
  "method": "ωB97M-V with the def2-TZVPD basis set",
  "species": ["C", "C", "C", "S", "H", "H", "H", "H", "H", "H", "H", "H", "C", "C", "H", "H", "H", "H", "H", "H"],
  "positions_angstrom": [[1.3863, 1.5976, -0.1729], [0.8023, 0.5755, -1.1600], [2.4792, -0.0645, 1.7541], [2.9682, 1.0667, 0.4651], [1.5461, 2.5621, -0.6685], [0.7047, 1.8543, 0.6349], [-0.2274, 0.9079, -1.3309], [0.7859, -0.3825, -0.6955], [1.4083, -0.2111, 1.8504], [2.8630, -1.0570, 1.4880], [2.9126, 0.2856, 2.6872], [1.1723, 0.6160, -2.1813], [-2.2734, -1.3189, -1.0096], [-2.4333, -0.6024, 0.3289], [-2.8333, -0.8007, -1.7885], [-1.2449, -1.3014, -1.3437], [-2.5752, -2.3589, -1.0233], [-2.4653, -1.3150, 1.1621], [-3.3839, -0.0794, 0.4034], [-1.5923, 0.0260, 0.6001]],
  "mulliken_charge": [-0.469, -1.071, -0.750, 0.362, 0.407, 0.389, 0.297, 0.413, 0.285, 0.347, 0.380, 0.403, -0.799, -0.623, 0.273, 0.181, 0.339, 0.293, 0.305, 0.038],
  "charge": 1,
  "multiplicity": 2,
  "e_above_lowest_kcal_mol": 4.57,
  "largest_force_ev_per_a": 1.49,
  "homo_lumo_gap_ev": [11.26, 6.21]
}